(1)
DFT (ωB97M-V/def2-TZVPD) results for an isolated molecule of C18H21N3O3.

SMILES = COC(=O)c1ccccc1NC(=O)Cn1cc2c(n1)CC[C@@H](C)C2
Multiplicity = 1
Energy above the lowest of the compared OMol25 structures with the same formula, charge and spin = 17.415 eV
LUMO level = 0.37 eV

The geometry in XYZ format:
```
45
Properties=species:S:1:pos:R:3:nbo_charge:R:1
C -1.19 -3.87 -1.09 -0.213
O -1.98 -3.16 -0.53 -0.509
C -1.98 -1.77 -0.67 0.803
O -1.34 -1.44 -1.49 -0.537
C -2.76 -0.80 0.03 -0.270
C -3.82 -1.36 0.82 -0.215
C -4.54 -0.65 1.70 -0.190
C -4.43 0.97 1.77 -0.173
C -3.47 1.45 0.91 -0.216
C -2.51 0.40 0.09 0.275
N -1.47 1.22 -0.48 -0.623
C -1.10 2.41 -0.70 0.632
O -1.70 3.35 0.08 -0.671
C 0.22 2.43 -1.36 -0.279
N 1.20 1.70 -0.84 -0.132
C 2.47 2.22 -0.34 -0.112
C 3.00 1.00 0.17 -0.080
C 2.17 -0.08 -0.53 0.124
N 1.02 0.52 -0.87 -0.221
C 2.52 -1.41 -0.24 -0.453
C 3.94 -1.63 0.23 -0.338
C 4.42 -0.93 1.20 -0.226
C 5.84 -0.92 1.68 -0.571
C 4.30 0.69 0.62 -0.395
H -1.19 -4.86 -0.72 0.187
H -1.47 -3.79 -2.22 0.138
H -0.14 -3.60 -1.22 0.162
H -4.02 -2.39 0.79 0.227
H -5.42 -1.20 2.31 0.212
H -5.11 1.35 2.40 0.202
H -3.35 2.49 1.30 0.280
H -0.83 0.38 -0.87 0.456
H 0.48 3.68 -1.36 0.234
H -0.16 2.44 -2.35 0.235
H 2.61 3.17 0.17 0.236
H 2.32 -1.85 -1.18 0.232
H 1.93 -1.94 0.33 0.212
H 4.20 -2.55 0.09 0.224
H 4.70 -1.42 -0.83 0.126
H 3.66 -0.95 2.03 0.207
H 5.77 -2.13 2.21 0.170
H 6.13 -0.44 2.58 0.233
H 6.54 -0.87 0.86 0.216
H 4.48 1.43 1.62 0.190
H 5.13 0.79 0.03 0.211
```


(2)
DFT (ωB97M-V/def2-TZVPD) results for an isolated molecule of C18H21N3O3.

SMILES = COCCCNC(=O)c1cn(C)c(=O)c2c1c1ccccc1n2C
Multiplicity = 1
Energy above the lowest of the compared OMol25 structures with the same formula, charge and spin = 0.827 eV
LUMO level = 0.37 eV

The geometry in XYZ format:
```
45
Properties=species:S:1:pos:R:3:nbo_charge:R:1
C -5.84 0.05 1.70 -0.251
O -4.49 -0.34 1.69 -0.533
C -3.83 -0.15 0.46 -0.056
C -3.57 1.32 0.11 -0.440
C -2.63 1.46 -1.08 -0.224
N -1.26 1.16 -0.72 -0.619
C -0.21 1.89 -1.17 0.667
O -0.34 2.86 -1.89 -0.627
C 1.11 1.44 -0.65 -0.218
C 2.01 2.41 -0.33 0.082
N 3.21 2.16 0.26 -0.378
C 4.08 3.28 0.55 -0.422
C 3.64 0.89 0.62 0.610
O 4.72 0.73 1.19 -0.653
C 2.72 -0.15 0.24 0.047
C 1.50 0.09 -0.40 -0.003
C 0.94 -1.20 -0.69 -0.053
C -0.18 -1.66 -1.39 -0.214
C -0.40 -3.01 -1.49 -0.239
C 0.48 -3.93 -0.91 -0.194
C 1.62 -3.52 -0.25 -0.242
C 1.85 -2.15 -0.16 0.155
N 2.91 -1.50 0.40 -0.319
C 4.04 -2.14 1.02 -0.425
H -5.96 1.13 1.63 0.164
H -6.39 -0.43 0.88 0.163
H -6.24 -0.30 2.65 0.196
H -2.89 -0.70 0.56 0.179
H -4.41 -0.62 -0.36 0.160
H -3.13 1.81 0.98 0.215
H -4.51 1.81 -0.13 0.210
H -2.96 0.79 -1.89 0.182
H -2.63 2.48 -1.46 0.242
H -1.09 0.39 -0.09 0.401
H 1.77 3.44 -0.52 0.229
H 4.98 2.88 1.02 0.257
H 3.59 3.98 1.23 0.205
H 4.34 3.80 -0.37 0.207
H -0.85 -0.97 -1.87 0.222
H -1.26 -3.38 -2.02 0.214
H 0.28 -4.99 -1.00 0.215
H 2.31 -4.23 0.17 0.219
H 4.53 -2.80 0.30 0.200
H 4.74 -1.37 1.34 0.269
H 3.71 -2.72 1.88 0.199
```


(3)
DFT (ωB97M-V/def2-TZVPD) results for an isolated molecule of C18H21N3O3S.

SMILES = Cc1cccn2c(=O)c3cc(C(=O)NCCCOC(C)C)sc3nc12
Multiplicity = 1
Energy above the lowest of the compared OMol25 structures with the same formula, charge and spin = 1.289 eV
LUMO level = -0.25 eV

The geometry in XYZ format:
```
46
Properties=species:S:1:pos:R:3:nbo_charge:R:1
C 4.40 3.40 0.21 -0.627
C 4.90 2.00 0.05 -0.024
C 6.22 1.69 -0.08 -0.151
C 6.61 0.34 -0.23 -0.270
C 5.67 -0.63 -0.24 0.048
N 4.35 -0.35 -0.11 -0.392
C 3.44 -1.46 -0.13 0.666
O 3.87 -2.58 -0.27 -0.591
C 2.07 -1.06 0.01 -0.285
C 0.92 -1.88 0.03 -0.133
C -0.23 -1.17 0.19 -0.293
C -1.59 -1.76 0.24 0.638
O -1.76 -2.95 0.10 -0.617
N -2.59 -0.88 0.47 -0.607
C -3.97 -1.28 0.48 -0.232
C -4.65 -1.03 -0.87 -0.437
C -4.76 0.47 -1.20 -0.057
O -5.43 1.22 -0.22 -0.554
C -6.85 1.14 -0.23 0.104
C -7.41 2.56 -0.26 -0.620
C -7.35 0.39 1.02 -0.627
S 0.07 0.55 0.31 0.399
C 1.77 0.30 0.15 0.096
N 2.65 1.29 0.17 -0.524
C 3.92 0.96 0.04 0.410
H 5.23 4.11 0.21 0.213
H 3.71 3.64 -0.59 0.236
H 3.85 3.49 1.15 0.236
H 6.96 2.46 -0.07 0.219
H 7.66 0.09 -0.33 0.231
H 5.89 -1.69 -0.35 0.254
H 0.94 -2.95 -0.06 0.258
H -2.39 0.11 0.53 0.393
H -3.99 -2.35 0.70 0.236
H -4.49 -0.72 1.26 0.207
H -5.65 -1.47 -0.85 0.204
H -4.09 -1.52 -1.66 0.220
H -5.23 0.59 -2.18 0.169
H -3.75 0.90 -1.25 0.180
H -7.19 0.60 -1.13 0.163
H -7.07 3.10 0.62 0.211
H -8.50 2.54 -0.27 0.206
H -7.05 3.08 -1.15 0.213
H -8.44 0.39 1.04 0.210
H -7.00 -0.63 1.02 0.207
H -6.98 0.89 1.91 0.212
```


(4)
DFT (ωB97M-V/def2-TZVPD) results for the ion C18H21N4O3 with charge +1.

SMILES = C[C@H]1c2cc(OC(=O)N(C)C)ccc2N[C@@H]1[n+]1cccc(C(N)=O)c1
Multiplicity = 1
Net charge = +1
Energy above the lowest of the compared OMol25 structures with the same formula, charge and spin = 0.092 eV
LUMO level = -4.42 eV

The geometry in XYZ format:
```
46
Properties=species:S:1:pos:R:3:nbo_charge:R:1
C -0.95 -1.79 -0.56 -0.596
C 0.28 -0.95 -0.18 -0.247
C -0.22 0.39 0.27 -0.078
C -1.07 1.28 -0.35 -0.179
C -1.48 2.48 0.35 0.263
O -2.40 3.41 -0.08 -0.492
C -3.30 3.19 -1.06 0.900
O -3.32 2.30 -1.89 -0.635
N -4.32 4.18 -1.10 -0.454
C -4.20 5.41 -0.30 -0.409
C -5.59 3.95 -1.72 -0.404
C -0.87 2.73 1.59 -0.202
C 0.05 1.85 2.16 -0.246
C 0.31 0.66 1.51 0.135
N 1.03 -0.39 1.99 -0.621
C 0.99 -1.51 1.05 0.119
N 2.33 -2.03 0.73 -0.265
C 3.41 -1.33 1.00 0.098
C 4.67 -1.82 0.69 -0.214
C 4.81 -3.04 0.01 -0.077
C 3.64 -3.75 -0.31 -0.133
C 3.68 -5.05 -1.03 0.630
N 4.80 -5.88 -1.02 -0.810
O 2.71 -5.51 -1.59 -0.564
C 2.41 -3.20 0.06 0.121
H -1.59 -1.95 0.31 0.219
H -1.51 -1.32 -1.38 0.245
H -0.62 -2.78 -0.85 0.203
H 1.00 -0.81 -1.03 0.230
H -1.43 1.04 -1.34 0.251
H -4.41 5.19 0.77 0.193
H -4.92 6.14 -0.65 0.212
H -3.20 5.85 -0.37 0.211
H -5.74 2.87 -1.87 0.229
H -5.67 4.49 -2.68 0.197
H -6.41 4.28 -1.12 0.199
H -1.13 3.66 2.12 0.236
H 0.51 2.03 3.09 0.221
H 1.02 -0.60 3.00 0.411
H 0.35 -2.31 1.51 0.225
H 3.32 -0.37 1.50 0.272
H 5.54 -1.29 0.98 0.253
H 5.83 -3.33 -0.28 0.255
H 5.50 -5.77 -0.30 0.394
H 4.62 -6.79 -1.46 0.434
H 1.55 -3.79 -0.16 0.267
```


(5)
DFT (ωB97M-V/def2-TZVPD) results for a structure of composition C18H21N4O5RbS.

Multiplicity = 1
Net charge = -2
LUMO level = 4.17 eV

The geometry in XYZ format:
```
50
Properties=species:S:1:pos:R:3:nbo_charge:R:1
Rb 2.25 -0.55 -0.14 0.959
N 1.62 0.03 3.00 -0.884
C 2.06 1.37 2.58 -0.307
C 3.36 1.24 1.76 0.541
O 4.13 0.30 2.12 -0.837
N 3.45 2.07 0.75 -0.668
C 4.71 2.10 0.03 -0.364
C 4.93 1.30 -1.29 0.775
O 5.97 1.63 -1.91 -0.791
O 4.10 0.42 -1.64 -0.866
H 1.14 0.06 3.89 0.337
H 2.50 -0.48 3.14 0.386
H 2.29 2.02 3.43 0.159
H 1.29 1.86 1.98 0.190
H 5.54 1.81 0.68 0.187
H 4.90 3.14 -0.27 0.179
C -2.56 4.72 -0.02 -0.618
C -2.35 3.26 -0.29 -0.034
C -2.30 2.33 0.74 -0.226
C -2.07 0.98 0.51 0.000
C -1.96 0.01 1.66 -0.643
C -1.91 0.54 -0.80 -0.055
C -1.97 1.45 -1.86 0.001
C -1.76 0.98 -3.28 -0.640
C -2.18 2.80 -1.59 -0.228
C -1.63 -0.93 -1.09 0.751
O -2.54 -1.62 -1.59 -0.773
O -0.45 -1.29 -0.83 -0.807
H -2.56 4.92 1.06 0.205
H -3.51 5.08 -0.42 0.199
H -1.76 5.32 -0.46 0.213
H -2.41 2.68 1.77 0.189
H -2.33 0.46 2.58 0.192
H -0.91 -0.26 1.82 0.256
H -2.51 -0.90 1.47 0.214
H -0.76 0.55 -3.39 0.228
H -1.86 1.80 -3.99 0.194
H -2.48 0.19 -3.53 0.232
H -2.20 3.50 -2.42 0.188
S 1.96 -6.66 -0.48 -0.297
C 0.51 -5.85 -0.29 0.234
N 0.24 -4.76 -1.09 -0.525
C -0.91 -4.07 -1.08 0.149
C -1.88 -4.44 -0.20 -0.376
C -1.57 -5.51 0.64 0.123
N -0.45 -6.21 0.61 -0.495
H 0.97 -4.47 -1.72 0.431
H -1.02 -3.23 -1.75 0.287
H -2.80 -3.87 -0.14 0.254
H -2.30 -5.84 1.38 0.180
```


(6)
DFT (ωB97M-V/def2-TZVPD) results for an isolated molecule of C18H21N5O3S.

SMILES = CCOC(=O)CNC(=O)CSc1nnc(-c2c[nH]c3ccccc23)n1CC
Multiplicity = 1
Energy above the lowest of the compared OMol25 structures with the same formula, charge and spin = 0.058 eV
LUMO level = 0.62 eV

The geometry in XYZ format:
```
48
Properties=species:S:1:pos:R:3:nbo_charge:R:1
C 1.15 2.95 1.12 -0.645
C 0.82 2.92 -0.36 -0.081
O -0.60 2.95 -0.54 -0.493
C -1.20 1.88 -1.01 0.818
O -0.66 0.88 -1.42 -0.652
C -2.72 2.06 -1.03 -0.328
N -3.36 0.77 -0.90 -0.629
C -4.02 0.45 0.23 0.697
O -4.49 1.26 0.99 -0.605
C -4.27 -1.04 0.44 -0.610
S -2.95 -2.11 -0.20 0.250
C -1.59 -1.29 0.52 0.177
N -1.69 -0.31 1.36 -0.330
N -0.44 0.08 1.67 -0.294
C 0.40 -0.66 0.99 0.331
C 1.84 -0.54 1.09 -0.201
C 2.53 -0.49 2.27 0.039
N 3.86 -0.34 2.02 -0.516
C 4.06 -0.26 0.67 0.120
C 5.23 -0.08 -0.06 -0.237
C 5.12 0.00 -1.43 -0.215
C 3.87 -0.08 -2.06 -0.220
C 2.71 -0.27 -1.35 -0.235
C 2.80 -0.37 0.04 -0.020
N -0.29 -1.57 0.24 -0.361
C 0.23 -2.60 -0.63 -0.215
C -0.21 -2.41 -2.08 -0.629
H 2.23 2.89 1.26 0.209
H 0.78 3.87 1.57 0.209
H 0.68 2.10 1.62 0.252
H 1.21 3.81 -0.87 0.185
H 1.23 2.02 -0.83 0.207
H -3.03 2.68 -0.19 0.262
H -3.01 2.54 -1.97 0.220
H -2.90 0.03 -1.42 0.410
H -4.38 -1.22 1.51 0.260
H -5.18 -1.35 -0.08 0.252
H 2.15 -0.57 3.27 0.226
H 4.58 -0.28 2.72 0.417
H 6.18 0.00 0.43 0.214
H 6.00 0.14 -2.03 0.214
H 3.83 0.00 -3.14 0.213
H 1.75 -0.31 -1.84 0.229
H 1.32 -2.55 -0.55 0.229
H -0.11 -3.57 -0.26 0.207
H 0.42 -3.00 -2.73 0.218
H -1.24 -2.73 -2.21 0.217
H -0.14 -1.36 -2.36 0.234
```